P.
Molecular formula: C3H8NO3
Method: DFT, ωB97M-V/def2-TZVPD

As for the HOMO energy: -14.24 eV. The charge is +1. The calculation puts the HOMO-LUMO gap at 10.31 eV.

Each line ends with the natural charge from an NBO analysis.
CARTESIAN COORDINATES (ANGSTROEM)
O 1.139 0.682 0.658  -0.58
O 0.674 0.051 -1.734  -0.56
O -0.753 -0.763 -0.115  -0.63
N -1.375 -0.709 -2.221  -0.74
C -0.379 -0.536 -1.396  0.95
C 1.290 1.156 1.879  -0.10
C 0.147 0.345 1.635  -0.13
H -1.631 -1.194 -0.058  0.53
H 0.878 2.154 1.954  0.18
H -1.031 -0.930 -3.173  0.44
H 0.569 -0.754 1.791  0.19
H 2.064 1.028 2.739  0.23
H 1.358 0.032 -1.045  0.57
H -2.245 -1.134 -1.971  0.43
H -0.706 0.573 1.057  0.22



Q.
Molecular formula: C3H8NO3
Method: DFT, ωB97M-V/def2-TZVPD

As for the HOMO energy: -15.27 eV. As for the structure (SMILES): OCC[NH+]=C(O)O. The charge is +1. The calculation puts the HOMO-LUMO gap at 11.84 eV.

Each line ends with the natural charge from an NBO analysis.
CARTESIAN COORDINATES (ANGSTROEM)
O 1.143 -1.266 -0.362  -0.61
O -1.586 -1.275 -0.057  -0.72
O 2.881 0.054 0.203  -0.61
N 0.811 0.944 -0.064  -0.56
C 1.623 -0.119 -0.114  0.96
C -1.496 0.043 0.372  -0.12
C -0.609 0.860 -0.439  -0.28
H -1.099 1.842 -0.462  0.27
H -2.043 -1.749 0.557  0.50
H 0.201 -1.384 -0.489  0.55
H 3.540 -0.659 0.125  0.55
H 0.904 1.732 0.470  0.44
H -2.532 0.336 0.338  0.21
H -1.240 0.230 1.439  0.19
H -0.498 0.411 -1.518  0.23



Quick ranking, most stable first: Q, P.



P.
Molecular formula: CH4S3
Method: DFT, ωB97M-V/def2-TZVPD

As for the HOMO energy: -9.05 eV. As for the structure (SMILES): S=CS.S. The calculation puts the HOMO-LUMO gap at 8.32 eV.

Each line ends with the natural charge from an NBO analysis.
CARTESIAN COORDINATES (ANGSTROEM)
S -2.052 -0.502 -0.028  -0.31
S 1.427 -1.189 -0.099  0.15
S 0.268 1.595 -0.174  0.03
C 1.111 0.400 0.519  -0.48
H 1.574 0.528 1.500  0.22
H -1.281 0.565 0.220  0.11
H -2.004 -0.917 1.245  0.13
H 0.760 -1.030 -1.256  0.15



Q.
Molecular formula: CH4S3
Method: DFT, ωB97M-V/def2-TZVPD

As for the HOMO energy: -8.61 eV. The calculation puts the HOMO-LUMO gap at 8.20 eV.

Each line ends with the natural charge from an NBO analysis.
CARTESIAN COORDINATES (ANGSTROEM)
S 0.940 -1.747 0.221  0.09
S 1.131 1.405 0.414  0.12
S -1.941 -0.133 0.351  -0.32
C 0.401 -0.082 -0.178  -0.51
H 1.547 -1.464 1.510  0.14
H -2.352 0.114 -0.890  0.11
H 0.229 2.069 -0.189  0.13
H 0.045 -0.162 -1.238  0.24



Quick ranking, most stable first: P, Q.



P.
Molecular formula: C18H48N3O9
Method: DFT, ωB97M-V/def2-TZVPD

As for the HOMO energy: -12.04 eV. The charge is +1. The calculation puts the HOMO-LUMO gap at 8.42 eV.

Each line ends with the Mulliken charge.
CARTESIAN COORDINATES (ANGSTROEM)
O 0.687 -3.423 -0.883  -0.54
O -3.185 1.553 3.648  -0.48
O -0.203 0.566 1.279  0.08
O 1.210 -0.750 -2.105  0.22
O 0.347 3.356 -2.718  -0.44
O -0.226 1.200 -0.827  -0.74
O -1.764 1.725 0.557  -0.71
O 0.082 -0.765 3.354  -0.30
O 4.090 0.293 -0.425  -0.34
N -0.709 1.099 0.331  0.09
N -1.298 1.673 2.251  -0.43
N 2.558 0.062 1.267  0.50
C -0.485 -1.664 4.228  0.05
C -2.725 1.222 2.630  0.71
C 0.572 -2.535 4.985  -1.39
C -0.985 -4.589 0.317  -1.47
C -0.508 5.089 -4.212  -1.31
C 3.288 0.816 0.232  0.57
C 2.869 -1.363 1.438  -0.43
C -1.579 2.887 -3.740  -1.54
C 1.412 -0.648 -3.478  1.38
C 2.657 2.184 -0.225  -0.28
C -0.700 -3.465 -0.754  0.26
C -3.319 0.086 1.742  -0.69
C -1.599 -2.555 3.578  -0.44
C -1.245 3.183 2.339  -1.37
C -1.014 -2.060 0.069  -1.07
C 0.496 -1.562 -4.196  -1.48
C -0.824 4.071 -3.165  0.72
C 2.827 -0.718 -3.720  -1.67
H -2.074 -4.805 0.383  0.37
H -2.312 -3.048 4.417  0.38
H -1.992 -1.986 0.217  0.88
H -1.315 -3.585 -1.720  0.30
H 1.261 -1.762 5.452  0.31
H 0.813 0.175 -1.860  -0.18
H 0.102 2.658 -2.391  0.11
H -0.521 -2.199 1.152  -0.26
H 0.860 -0.275 3.724  0.28
H 2.622 0.462 2.286  0.50
H -4.179 -0.339 2.113  0.63
H 2.411 -2.013 0.561  0.18
H -3.712 0.500 0.851  0.39
H -1.806 2.083 -2.882  0.19
H -0.250 3.659 2.221  0.28
H -0.660 -4.496 1.256  0.38
H -1.161 -3.399 2.980  -0.08
H 2.134 -1.770 2.179  -0.12
H 3.149 -0.734 -4.789  0.41
H 1.209 0.384 -3.709  0.03
H -0.062 5.993 -3.747  0.35
H 3.494 0.126 -3.326  0.21
H -1.343 5.283 -4.906  0.34
H -0.752 1.537 2.996  0.30
H 0.556 -1.345 -5.361  0.33
H 3.808 -1.767 1.651  0.65
H 1.855 2.693 0.656  -0.03
H 0.980 -3.159 4.211  0.32
H 3.495 2.910 -0.618  0.45
H 2.052 2.133 -1.239  -0.08
H 3.257 -1.579 -3.434  0.44
H 1.533 -0.028 1.029  -0.26
H -1.029 2.260 -4.308  0.44
H -1.337 3.499 3.233  0.50
H -1.794 3.361 1.526  0.71
H -2.587 -0.711 1.382  -0.52
H -2.211 -1.718 2.972  0.02
H -0.781 -1.256 -0.606  0.52
H 0.126 -3.122 5.770  0.42
H -0.502 -5.624 0.116  0.35
H -1.448 4.286 -2.352  0.29
H 0.334 4.881 -4.861  0.34
H -0.906 1.326 1.296  0.86
H -0.495 -1.564 -3.904  0.44
H -1.066 -1.130 5.094  0.23
H 1.057 -2.609 -4.256  0.29
H 0.856 -2.668 -1.400  0.12
H -2.424 3.494 -3.885  0.52



Q.
Molecular formula: C18H48N3O9
Method: DFT, ωB97M-V/def2-TZVPD

As for the HOMO energy: -11.22 eV. The charge is +1. The calculation puts the HOMO-LUMO gap at 7.23 eV.

Each line ends with the Mulliken charge.
CARTESIAN COORDINATES (ANGSTROEM)
O 28.473 23.490 20.849  -0.25
O 28.211 22.865 24.513  -0.78
O 29.990 20.147 26.178  -0.48
O 28.005 26.918 23.908  -0.59
O 23.168 22.282 24.206  -0.44
O 25.954 23.934 27.873  -0.57
O 27.083 24.207 23.258  -0.80
O 32.186 22.911 24.623  -0.67
O 26.344 23.583 25.231  -0.60
N 30.177 21.164 24.006  0.59
N 27.147 23.499 24.300  0.44
N 25.005 20.722 23.477  -0.02
C 27.113 23.298 28.413  0.99
C 30.189 18.584 24.379  -1.07
C 27.616 22.432 18.931  -1.08
C 24.056 21.465 24.512  0.49
C 29.218 24.383 18.715  -1.41
C 31.078 23.566 26.626  -0.65
C 26.665 22.962 29.815  -1.97
C 28.062 23.753 19.496  0.72
C 30.407 20.940 22.552  -0.84
C 29.951 19.973 24.860  0.64
C 29.668 27.965 25.238  -1.49
C 24.287 21.255 25.927  -0.40
C 25.382 21.347 22.259  -1.56
C 28.266 24.221 28.241  -0.41
C 28.569 26.879 25.220  2.10
C 31.948 25.225 24.978  -1.26
C 32.236 23.917 25.649  0.34
C 27.434 27.305 26.268  -1.11
H 32.464 25.504 24.097  0.44
H 28.194 21.632 19.192  0.33
H 26.510 22.133 19.392  0.03
H 29.775 17.942 25.247  0.32
H 27.124 24.461 19.456  0.32
H 30.459 27.671 24.522  0.35
H 29.483 20.205 22.172  0.13
H 24.500 19.909 23.214  0.40
H 25.742 23.733 27.026  0.40
H 25.980 20.419 23.951  0.45
H 31.320 18.521 24.201  0.31
H 25.689 22.467 22.599  0.30
H 26.559 23.713 30.459  0.56
H 31.864 25.986 25.734  0.48
H 29.416 21.920 24.196  0.30
H 30.034 23.502 26.003  -0.30
H 28.839 25.924 25.618  -0.92
H 26.149 20.866 21.821  0.76
H 29.393 29.025 24.950  0.32
H 29.137 23.597 28.767  0.29
H 27.491 22.567 17.776  0.37
H 27.813 27.314 27.321  0.29
H 27.781 23.808 21.407  0.11
H 29.760 18.147 23.364  0.33
H 28.228 25.188 28.715  0.34
H 27.741 26.018 23.716  0.39
H 30.104 27.994 26.185  0.38
H 31.370 22.624 27.162  0.31
H 24.504 20.133 26.181  0.33
H 27.155 22.326 27.860  -0.10
H 23.595 21.882 26.626  0.33
H 24.806 21.031 21.520  0.59
H 30.768 21.934 21.868  0.17
H 25.254 21.616 26.098  -0.17
H 30.918 24.397 27.354  0.51
H 29.141 24.362 17.589  0.40
H 28.464 24.341 27.180  -0.40
H 31.315 20.382 22.640  0.65
H 27.442 22.496 30.319  0.51
H 33.067 23.043 24.083  0.29
H 25.785 22.348 30.119  0.34
H 29.940 23.582 18.666  0.37
H 30.889 25.353 24.720  0.08
H 31.013 21.757 24.202  0.42
H 26.729 26.370 26.300  0.07
H 26.677 27.942 25.850  0.39
H 33.273 23.843 26.039  0.32
H 29.565 25.544 18.969  0.24



Quick ranking, most stable first: Q, P.



P.
Molecular formula: C2H3FO2
Method: DFT, ωB97M-V/def2-TZVPD

As for the HOMO energy (spin up / spin down): -9.12 / -9.12 eV. The calculation puts the HOMO-LUMO gap (spin up / spin down) at 8.48 / 8.47 eV.

Each line ends with the natural charge from an NBO analysis.
CARTESIAN COORDINATES (ANGSTROEM)
F 0.860 -0.694 -1.401  -0.30
O -1.256 0.079 0.869  -0.29
O -1.682 -0.196 -0.480  -0.36
C 0.296 0.303 -0.722  0.53
C 0.132 -0.081 0.739  -0.15
H 0.609 0.509 1.450  0.19
H 0.570 -1.058 0.848  0.19
H 0.471 1.138 -1.303  0.18



Q.
Molecular formula: C2H3FO2
Method: DFT, ωB97M-V/def2-TZVPD

As for the HOMO energy: -11.02 eV. As for the structure (SMILES): O[C@@]1(F)CO1. The calculation puts the HOMO-LUMO gap at 11.87 eV.

Each line ends with the natural charge from an NBO analysis.
CARTESIAN COORDINATES (ANGSTROEM)
F -1.087 -0.056 -1.312  -0.34
O 0.323 1.461 -0.455  -0.66
O -0.758 -0.196 1.005  -0.48
C -0.209 0.221 -0.270  0.77
C 0.402 -0.830 0.542  -0.14
H 0.391 -1.896 0.368  0.19
H -0.464 1.854 -0.863  0.49
H 1.402 -0.558 0.987  0.18



R.
Molecular formula: C2H3FO2
Method: DFT, ωB97M-V/def2-TZVPD

As for the HOMO energy: -9.65 eV. As for the structure (SMILES): F[C@@H]1COO1. The calculation puts the HOMO-LUMO gap at 10.65 eV.

Each line ends with the natural charge from an NBO analysis.
CARTESIAN COORDINATES (ANGSTROEM)
F -1.058 -1.564 0.186  -0.34
O -0.013 1.453 0.072  -0.25
O -1.206 0.837 -0.249  -0.25
C 0.693 0.237 0.385  -0.14
C -0.403 -0.459 -0.350  0.44
H 1.606 0.334 -0.013  0.20
H -0.276 -0.777 -1.408  0.16
H 0.657 -0.060 1.376  0.19



Quick ranking, most stable first: Q, R, P.



P.
Molecular formula: H2KO
Method: DFT, ωB97M-V/def2-TZVPD

As for the HOMO energy: -16.46 eV. The charge is +1. The calculation puts the HOMO-LUMO gap at 12.07 eV.

Each line ends with the natural charge from an NBO analysis.
CARTESIAN COORDINATES (ANGSTROEM)
K 0.027 -0.012 0.198  1.00
O 0.401 -0.121 3.028  -0.98
H 1.055 0.080 3.736  0.51
H 0.439 -1.099 2.927  0.48



Q.
Molecular formula: H2KO
Method: DFT, ωB97M-V/def2-TZVPD

As for the HOMO energy: -16.35 eV. The charge is +1. The calculation puts the HOMO-LUMO gap at 12.12 eV.

Each line ends with the natural charge from an NBO analysis.
CARTESIAN COORDINATES (ANGSTROEM)
K -0.087 -0.008 -0.049  1.00
O -2.541 -0.234 -1.460  -1.00
H -2.813 -0.775 -2.236  0.51
H -3.386 0.104 -1.086  0.50



R.
Molecular formula: H2KO
Method: DFT, ωB97M-V/def2-TZVPD

As for the HOMO energy: -13.82 eV. The charge is +1. The calculation puts the HOMO-LUMO gap at 9.11 eV.

Each line ends with the natural charge from an NBO analysis.
CARTESIAN COORDINATES (ANGSTROEM)
K -1.452 -2.171 -2.330  1.00
O 1.268 1.795 1.941  -0.95
H 0.725 2.576 1.690  0.47
H 0.926 1.529 2.825  0.47



S.
Molecular formula: H2KO
Method: DFT, ωB97M-V/def2-TZVPD

As for the HOMO energy: -18.30 eV. The charge is +1. The calculation puts the HOMO-LUMO gap at 14.09 eV.

Each line ends with the Mulliken charge.
CARTESIAN COORDINATES (ANGSTROEM)
K -0.849 0.738 -1.275  0.94
O 0.050 -0.122 0.137  -0.65
H -0.181 -0.275 1.054  0.35
H 0.980 -0.341 0.084  0.37



Quick ranking, most stable first: Q, P, R, S.